ORCA calculation (ωB97M-V with the def2-TZVPD basis set) on a molecular structure, C16H32As2CoF12O12.

XYZ file:
```
75
Properties=species:S:1:pos:R:3:forces:R:3:mulliken_charge:R:1
Co -5.47408 5.51831 7.73254 -0.960 1.635 1.265 2.8594
As -7.43300 5.85609 4.55412 -1.068 0.498 -3.143 1.7207
F -7.30111 3.99874 4.27875 -0.739 3.212 0.660 -0.5218
F -8.92319 5.87010 5.58321 1.640 -0.885 -0.879 -0.4893
F -7.37313 7.61263 4.91791 0.187 -1.131 0.070 -0.4830
F -6.08930 6.11724 3.41194 -0.408 -0.621 1.703 -0.4946
F -8.39507 6.20245 3.09704 0.036 -0.851 1.631 -0.4839
F -6.41621 5.59786 5.96568 -0.452 -0.062 -0.584 -0.0362
As -3.29317 3.21506 5.84522 -0.229 -1.141 -3.511 1.9346
F -4.65726 2.06961 5.86690 1.193 0.932 0.047 -0.4564
F -3.89965 3.97977 4.30760 0.476 -0.787 2.194 -0.5022
F -2.03155 4.42981 5.87515 -0.601 -0.442 0.332 -0.4921
F -2.71838 2.59600 7.36728 -0.254 0.093 -0.582 -0.4456
F -2.31699 2.11627 4.81767 -0.921 1.089 1.623 -0.5005
F -4.40340 4.30712 6.77016 1.307 -1.114 -0.831 -0.1782
C -7.82050 11.13638 6.28110 1.380 0.142 -0.440 -1.3708
C -8.47028 10.04691 7.10587 0.473 0.711 -0.784 -0.0419
O -7.46990 9.29540 7.82531 0.925 -0.133 -0.541 -0.2357
C -7.70766 8.02844 8.09855 1.527 -0.691 0.429 0.6515
O -6.83257 7.20408 8.31829 -0.021 0.256 -0.053 -0.7431
O -8.96540 7.80423 8.21407 -2.263 -0.110 -0.097 -0.3665
C -9.59174 6.61649 8.61501 -0.951 -2.176 1.235 -0.4730
H -7.28368 10.80684 5.39153 -0.474 -0.750 -0.235 0.3186
H -6.97004 11.61087 6.77069 -0.515 0.548 0.698 0.3175
H -8.57458 11.83789 5.92426 0.089 0.159 0.328 0.3858
H -8.92284 9.40694 6.34842 -0.678 -0.214 0.733 0.2893
H -9.09521 10.55476 7.84047 -0.496 -0.614 -0.144 0.3296
H -9.06886 5.79391 9.10293 1.563 0.655 -0.255 -0.0090
H -10.12653 6.05131 7.85168 0.019 0.927 -0.656 0.3005
H -10.28250 6.81082 9.43549 -0.328 0.831 -0.362 0.3873
C -7.72405 0.81780 6.69841 0.282 0.760 0.879 -1.4465
C -8.01209 2.34347 6.77720 0.717 -1.500 -0.262 0.3529
O -8.37278 2.69828 8.15836 -0.475 -0.703 0.011 -0.2903
C -7.70039 3.56691 8.86904 -3.652 -0.354 0.676 0.5967
O -6.83064 4.26439 8.46908 1.839 0.629 -0.171 -0.5761
O -8.26720 3.81563 10.09173 0.663 0.319 -0.996 -0.3152
C -9.38077 3.07634 10.59529 0.077 -1.623 0.374 -0.8341
H -7.02622 0.56404 7.49637 0.442 -0.080 -0.299 0.3450
H -7.31762 0.58653 5.71381 0.133 0.049 0.145 0.3772
H -8.57708 0.16690 6.89014 -0.383 0.398 -0.193 0.3771
H -8.83067 2.48152 6.07082 -0.203 0.955 0.606 0.2131
H -7.13520 2.93118 6.50559 -0.200 -0.153 -0.166 -0.1566
H -8.95928 2.42407 11.36014 -0.094 -0.244 -0.049 0.2868
H -9.87459 2.45757 9.84604 0.236 0.186 -0.093 0.3628
H -10.15692 3.63173 11.12180 0.466 0.941 -0.423 0.2965
C -0.50453 5.02548 10.21036 0.360 0.625 0.552 -1.4288
C -1.48062 4.28615 9.31950 1.482 0.339 0.011 0.0952
O -2.50940 3.75737 10.17537 -1.054 0.535 -0.274 -0.3154
C -3.75642 4.20805 10.11202 0.658 -2.404 0.949 0.6147
O -4.24945 4.93262 9.31511 0.096 2.128 -1.341 -0.6590
O -4.55581 3.66486 11.02269 -0.699 0.718 -0.402 -0.2781
C -4.20620 2.57856 11.79659 1.105 -1.937 1.629 -0.7969
H -0.34652 4.58199 11.19344 0.246 -0.758 -0.309 0.3407
H -0.80872 6.02222 10.52987 -0.518 0.235 -0.551 0.3287
H 0.44272 5.17083 9.69104 0.077 -0.204 0.080 0.4077
H -0.99868 3.44359 8.82361 -0.163 -0.198 0.412 0.3234
H -1.73299 4.93585 8.48147 -1.120 -0.053 0.299 0.0603
H -3.27601 2.70006 12.35164 0.013 0.469 0.041 0.3274
H -4.05466 1.62767 11.28578 -0.137 0.239 -0.836 0.3274
H -4.98543 2.35184 12.52425 -0.200 0.589 -0.138 0.2721
C -3.01193 11.68763 7.86870 -0.780 -0.925 1.577 -1.2653
C -3.12128 10.51934 6.91418 0.362 -0.433 -2.182 -0.1145
O -3.65916 9.24580 7.42143 -1.251 -1.755 -0.026 -0.1980
C -3.94586 8.12159 6.61264 2.482 1.717 -0.365 0.3234
O -4.40499 7.06915 7.03472 0.962 2.059 -0.442 -0.5765
O -3.42505 8.32215 5.38106 -0.637 1.411 2.517 -0.3850
C -3.28117 7.29685 4.44760 -0.940 -2.441 -0.593 -0.2392
H -3.86879 11.67730 8.54234 -0.081 0.030 0.172 0.3102
H -3.01440 12.69022 7.44103 0.173 -0.394 -0.609 0.3552
H -2.12294 11.55880 8.48611 -0.025 0.196 0.050 0.3489
H -2.10749 10.33728 6.55758 -0.082 -0.376 -0.216 0.2758
H -3.71837 10.77010 6.03741 -0.044 0.081 0.059 0.3150
H -4.24460 6.82278 4.26010 -0.165 0.446 -0.492 -0.0097
H -2.74427 6.43164 4.83652 0.682 0.386 0.184 0.1605
H -2.83394 7.68543 3.53267 -0.108 0.130 0.349 0.3198
```
Forces are in eV/Å.

Computed properties:
**2S+1**: 4
**HOMO (alpha / beta)**: -11.081 / -10.918 eV
**Charge**: 0
**LUMO energy (alpha / beta)**: 0.2254 / 0.0777 eV
**ΔE to the lowest compared entry with this formula, charge and spin**: 60.9 kcal/mol
**Orbital gap (alpha / beta)**: 0.41549 / 0.40410 hartree



ORCA calculation (ωB97M-V with the def2-TZVPD basis set) on 8 unconnected molecules or ions with the total composition C16H32Br16.

XYZ file:
```
64
Properties=species:S:1:pos:R:3:forces:R:3:mulliken_charge:R:1
Br -2.55194 4.60407 1.75989 1.043 -0.173 0.756 -0.0966
C -0.90085 4.21006 2.85191 -0.091 -0.268 -0.642 -0.3019
C -0.42564 5.33021 3.78098 -0.918 -0.326 -0.553 -0.5002
Br -0.18689 7.07117 2.85875 0.071 -0.858 0.441 -0.1605
H -0.14453 3.84846 2.15524 -0.002 0.672 -0.314 0.3271
H -1.15176 3.28508 3.37110 -0.307 0.371 0.516 -0.0419
H 0.50868 5.02248 4.25052 0.038 0.241 -0.187 0.4062
H -1.18357 5.47915 4.55004 0.174 0.260 -0.074 0.3568
Br -2.93605 0.71282 -2.19020 0.400 -0.236 -0.397 -0.1555
C -1.74966 1.32335 -3.65552 0.541 0.182 0.975 -0.1663
C -2.61187 1.66870 -4.81533 -0.610 -0.165 -0.707 -0.5161
Br -1.79096 2.88828 -6.11788 0.132 -0.148 0.344 -0.1924
H -1.02842 0.52684 -3.83851 -0.196 0.032 -0.059 0.3178
H -1.20553 2.17180 -3.24060 -0.195 -0.003 -0.052 0.1013
H -3.52425 2.16863 -4.49012 0.199 -0.110 -0.209 0.2071
H -2.83502 0.77010 -5.39050 -0.230 0.181 0.068 0.4008
Br 5.34569 -4.72788 1.45704 1.205 -0.640 -0.888 -0.3554
C 4.30982 -4.44203 3.13834 -2.588 1.849 0.536 -0.6190
C 3.26352 -3.42422 2.83552 2.576 -0.052 -2.026 -0.6534
Br 1.80067 -3.44157 4.32764 -2.060 0.089 2.022 -0.4125
H 4.92529 -4.04416 3.94519 0.323 -0.637 -0.179 0.3760
H 3.73033 -5.33541 3.37107 0.876 -0.448 -0.012 0.3408
H 2.73484 -3.61991 1.90261 -0.148 -0.245 0.262 0.2214
H 3.62668 -2.39805 2.77913 0.057 -0.017 0.221 0.3995
Br 0.84381 -1.49800 1.48198 0.286 1.475 -1.107 -0.1396
C 1.38275 -0.02436 0.16592 -1.127 -0.025 0.102 -0.6212
C 0.22313 1.01108 -0.04706 0.340 -0.832 1.026 0.0389
Br 0.84471 2.54591 -1.10786 -0.127 -0.522 -0.034 -0.2372
H 1.56321 -0.51767 -0.78916 -0.037 -0.115 0.224 0.1087
H 2.33478 0.36354 0.52821 -0.388 0.181 0.186 0.4689
H -0.21140 1.47966 0.83595 0.675 -0.150 0.345 0.1438
H -0.65467 0.51673 -0.46324 0.367 0.128 -0.742 0.1384
Br -3.99808 4.08462 -2.52929 0.513 0.626 0.540 -0.1258
C -2.91165 5.65437 -1.92447 0.580 -0.170 -1.373 -0.4507
C -1.42625 5.47610 -2.44701 -1.297 0.264 1.101 -0.2172
Br -0.45616 7.19945 -2.16023 -0.467 -0.893 -0.227 -0.1761
H -3.03534 5.78557 -0.84949 0.351 -0.368 -0.171 0.2463
H -3.44288 6.46207 -2.42798 0.428 0.065 0.022 0.3835
H -1.37180 5.17009 -3.49176 -0.150 0.495 0.012 0.3433
H -0.91110 4.71324 -1.86326 -0.019 0.259 0.119 -0.0037
Br 4.22899 -0.72338 -6.70886 -0.957 -0.508 0.433 -0.1482
C 2.61838 -1.78015 -6.10473 0.354 0.429 0.149 -0.5954
C 2.60834 -1.99742 -4.58535 0.628 0.194 -0.361 -0.6024
Br 2.04832 -0.33689 -3.69796 0.024 -0.397 -0.097 -0.0972
H 2.67442 -2.67884 -6.71901 0.025 -0.082 0.416 0.3840
H 1.73907 -1.20398 -6.39271 0.237 0.011 -0.126 0.3218
H 3.60099 -2.22026 -4.19406 -0.046 0.137 -0.128 0.3659
H 1.96740 -2.81309 -4.25073 -0.300 0.257 -0.264 0.3628
Br -1.93318 -4.20919 4.82076 0.129 1.387 0.365 -0.1598
C -1.43880 -2.30945 5.27192 -0.398 0.638 0.209 -0.3854
C -1.89097 -1.35886 4.14757 0.771 -1.079 -0.517 0.0112
Br -1.17000 0.49319 4.28019 -0.382 -0.745 0.302 -0.2063
H -0.36127 -2.29639 5.43590 0.051 -0.263 -0.521 0.1369
H -1.87666 -2.02457 6.22860 -0.391 -0.414 -0.075 0.4044
H -2.96564 -1.32208 3.96917 0.134 0.243 0.397 0.4311
H -1.42726 -1.73937 3.23747 -0.069 0.240 -0.078 -0.2869
Br 1.52873 -6.36014 0.77764 -0.912 0.910 0.418 -0.1909
C 0.07475 -5.13959 1.43085 -1.207 0.319 -0.919 -0.1440
C -0.84953 -4.72305 0.22296 0.958 -0.402 1.455 -0.6431
Br -2.44636 -3.70118 0.95640 1.114 -0.739 -0.690 -0.1883
H 0.47644 -4.24860 1.91343 0.452 -0.362 -0.086 -0.1638
H -0.53668 -5.66372 2.16539 0.376 -0.240 -0.079 0.3932
H -1.18753 -5.63419 -0.27069 -0.347 0.393 -0.059 0.4728
H -0.27355 -4.07920 -0.44172 -0.462 0.106 -0.013 0.3441
```
Forces are in eV/Å.

Computed properties:
**2S+1**: 2
**HOMO (alpha / beta)**: -0.536 / -5.960 eV
**Charge**: -1
**LUMO energy (alpha / beta)**: 1.6744 / 1.6655 eV
**ΔE to the lowest compared entry with this formula, charge and spin**: 1.4 kcal/mol
**Orbital gap (alpha / beta)**: 0.08124 / 0.28023 hartree



ORCA calculation (ωB97M-V with the def2-TZVPD basis set) on a molecular structure, C16H32BrINO8S2.

XYZ file:
```
61
Properties=species:S:1:pos:R:3:forces:R:3:mulliken_charge:R:1
O 0.56164 0.81248 -2.42601 -0.052 -0.287 0.134 -0.5995
S 0.04506 -0.35732 -1.77427 0.375 0.233 0.053 0.9026
O -1.26317 -0.31028 -1.18931 0.001 0.047 0.080 -0.5220
Br -0.18044 -1.83717 -3.44559 0.008 -0.086 -0.277 -0.2135
N 1.17411 -1.01326 -0.86932 -0.556 0.217 0.195 -0.2797
S 0.66400 -1.82375 0.41835 0.087 -0.348 -0.285 0.6811
O 0.14909 -0.99303 1.46959 -0.004 0.055 0.021 -0.3839
O -0.03433 -3.04466 0.12339 0.018 0.222 -0.009 -0.4213
I 2.87415 -2.53023 1.21878 0.117 0.018 0.083 -0.2050
C -5.05287 -3.86839 -1.49256 -0.012 0.032 -0.016 -0.5419
C -5.11130 -4.37364 -2.93358 -0.009 -0.023 0.009 -0.5412
C -3.92204 -3.64739 -3.55454 -0.008 0.055 0.077 -0.4567
O -2.96361 -3.49555 -2.51743 -0.040 -0.103 -0.067 -0.2624
C -3.54866 -3.79791 -1.25359 0.039 0.011 0.026 -0.3487
H -5.56297 -4.51430 -0.77826 -0.001 -0.017 -0.007 0.3397
H -5.49265 -2.87065 -1.42705 0.006 0.004 0.000 0.2781
H -4.95251 -5.45448 -2.96091 0.010 0.002 0.003 0.2675
H -6.05111 -4.15383 -3.44030 -0.007 0.012 0.004 0.3211
H -4.21261 -2.65526 -3.92042 -0.021 -0.014 -0.027 0.2759
H -3.46720 -4.19759 -4.38070 0.012 0.003 -0.003 0.2550
H -3.15636 -4.75837 -0.90072 -0.016 0.006 0.024 0.2309
H -3.25587 -3.02626 -0.54202 0.043 0.002 -0.012 0.2079
C -0.55397 1.69552 3.04802 0.018 0.051 0.109 -0.2686
C -1.56795 1.69259 4.18968 -0.043 0.049 -0.027 -0.6048
C -0.72854 2.21162 5.34946 0.030 -0.040 -0.004 -0.4522
O 0.23123 3.10580 4.78344 -0.011 0.017 -0.018 -0.4177
C 0.24150 2.95436 3.35739 -0.062 0.077 -0.048 -0.1320
H -1.00469 1.71020 2.05808 0.006 -0.024 -0.016 0.3523
H 0.08337 0.81629 3.10503 0.016 -0.042 -0.033 0.1353
H -2.38579 2.38637 3.97620 0.005 -0.005 0.005 0.2724
H -1.99581 0.71036 4.38468 0.018 -0.015 -0.004 0.3430
H -0.19924 1.39367 5.85120 -0.024 -0.013 -0.005 0.2661
H -1.31401 2.75280 6.09591 0.022 0.015 0.007 0.2899
H -0.22870 3.84096 2.91250 0.019 -0.021 -0.039 -0.0932
H 1.27449 2.90111 3.01242 0.019 0.008 0.037 0.2953
C 3.53238 -4.55163 -4.17886 0.016 0.032 0.000 -0.5235
C 4.73689 -4.79860 -3.27144 -0.004 -0.024 -0.012 -0.5615
C 4.28168 -4.13103 -1.97780 -0.064 0.070 -0.070 -0.4589
O 2.86647 -4.27444 -1.93525 0.030 -0.076 0.060 -0.2880
C 2.37581 -4.70946 -3.19890 -0.047 -0.016 -0.024 -0.0215
H 3.46719 -5.23918 -5.02221 0.009 -0.016 0.004 0.3493
H 3.55840 -3.53187 -4.56884 -0.016 0.009 0.012 0.2626
H 4.87967 -5.87123 -3.11683 -0.007 0.000 0.005 0.2619
H 5.66855 -4.38185 -3.65397 0.001 0.014 -0.006 0.3341
H 4.52912 -3.06368 -1.97369 0.034 -0.005 0.008 0.2844
H 4.71051 -4.58515 -1.08310 -0.007 -0.004 0.015 0.2703
H 2.06526 -5.75890 -3.11933 0.017 -0.013 -0.025 0.2290
H 1.50414 -4.10937 -3.45962 0.041 -0.025 0.041 -0.1447
C 0.33811 7.02473 2.77629 -0.046 0.047 0.004 -0.4985
C 0.16874 6.90054 1.26365 0.026 -0.051 0.006 -0.4970
C 1.38815 7.66044 0.75660 -0.005 0.021 0.024 -0.4374
O 2.41110 7.47878 1.73650 -0.030 0.048 0.018 -0.4190
C 1.84821 6.91140 2.92302 0.025 -0.095 -0.028 -0.2911
H -0.19413 6.26149 3.34208 0.012 -0.017 0.000 0.2966
H -0.00303 8.00570 3.11681 -0.001 -0.002 -0.009 0.2940
H 0.22390 5.85215 0.96401 0.005 0.000 -0.002 0.2185
H -0.76798 7.31218 0.89050 -0.005 0.014 0.007 0.3776
H 1.17509 8.73184 0.66090 -0.020 -0.010 -0.017 0.2440
H 1.75118 7.29334 -0.20385 0.021 -0.003 0.001 0.2820
H 2.15838 5.86424 2.99554 -0.021 -0.005 0.040 0.1861
H 2.23396 7.44877 3.79026 0.036 0.010 -0.018 0.2808
```
Forces are in eV/Å.

Computed properties:
**HOMO**: -6.378 eV
**Charge**: -1
**LUMO energy**: 2.4007 eV
**Orbital gap**: 0.32263 hartree